{"formula": "C5H9N", "method": "the ωB97M-V functional and the def2-TZVPD basis", "homo_energy_ha": -0.346, "energy_ev": -6817.6102, "total_charge": 0, "mol_weight_g_mol": 83.1, "smiles": "C1=NC1.C=CC", "symbols": ["C", "N", "C", "H", "H", "H", "C", "C", "C", "H", "H", "H", "H", "H", "H"], "coordinates": [[1.821, -0.010, -1.151], [1.208, -1.096, -1.018], [2.323, -0.770, -0.008], [1.689, 0.997, -1.573], [2.073, -0.632, 1.072], [3.227, -1.331, -0.204], [-2.299, -0.493, -0.385], [-1.377, -0.200, 0.537], [-0.739, 1.160, 0.757], [-2.655, -1.507, -0.621], [-2.674, 0.305, -1.022], [-0.895, -1.022, 1.066], [-1.155, 1.890, 0.056], [-0.900, 1.501, 1.779], [0.353, 1.207, 0.714]], "nbo_charge": [0.0444, -0.2852, -0.3459, 0.2160, 0.1887, 0.1808, -0.3972, -0.1699, -0.6507, 0.2065, 0.1822, 0.1944, 0.2097, 0.2179, 0.2082]}

=====

{"formula": "C11H10CuN10O4S", "method": "the ωB97M-V functional and the def2-TZVPD basis", "spin_multiplicity": 2, "homo_energy_ha": -0.097, "s_squared": 0.75, "energy_ev": -90136.9497, "total_charge": -2, "mol_weight_g_mol": 441.9, "symbols": ["Cu", "N", "C", "N", "N", "N", "N", "C", "N", "N", "N", "N", "H", "C", "C", "C", "C", "C", "C", "C", "S", "O", "O", "N", "C", "C", "O", "O", "H", "H", "H", "H", "H", "H", "H", "H", "H"], "coordinates": [[-0.083, -0.086, -0.056], [-2.570, 1.547, 1.447], [-2.006, 2.147, 0.341], [-2.374, 3.340, -0.092], [-1.592, 3.541, -1.178], [-0.793, 2.556, -1.356], [-1.032, 1.623, -0.402], [-2.464, 0.205, 1.731], [-3.254, -0.433, 2.578], [-2.810, -1.709, 2.529], [-1.814, -1.816, 1.728], [-1.566, -0.603, 1.178], [-3.340, 2.035, 1.869], [0.356, -5.249, 5.883], [0.813, -4.171, 4.938], [1.530, -3.070, 5.398], [1.915, -2.060, 4.530], [1.590, -2.142, 3.183], [0.878, -3.231, 2.712], [0.496, -4.236, 3.587], [2.098, -0.821, 2.094], [3.545, -0.936, 2.051], [1.538, 0.370, 2.694], [1.442, -1.079, 0.698], [2.156, -1.819, -0.325], [1.737, -1.344, -1.724], [2.322, -1.818, -2.696], [0.765, -0.509, -1.773], [0.710, -5.059, 6.897], [0.723, -6.232, 5.578], [-0.734, -5.303, 5.915], [1.776, -2.996, 6.452], [2.455, -1.196, 4.892], [0.574, -3.258, 1.677], [-0.091, -5.068, 3.216], [1.923, -2.894, -0.286], [3.237, -1.717, -0.230]], "mulliken_spin": [0.7145, 0.0001, 0.0017, 0.0016, 0.0037, -0.0026, 0.0569, 0.0100, 0.0012, 0.0049, -0.0022, 0.0552, 0.0000, 0.0000, 0.0002, -0.0001, 0.0006, -0.0004, -0.0006, -0.0002, 0.0029, 0.0089, -0.0003, 0.0684, -0.0013, 0.0014, 0.0021, 0.0687, 0.0000, 0.0000, 0.0000, 0.0000, 0.0001, -0.0004, 0.0000, 0.0013, 0.0037]}

=====

{"formula": "C6H13N", "method": "the ωB97M-V functional and the def2-TZVPD basis", "spin_multiplicity": 2, "homo_energy_ha": [-0.509, -0.593], "s_squared": 0.76, "energy_ev": -7915.2128, "total_charge": 1, "mol_weight_g_mol": 99.2, "symbols": ["C", "C", "N", "C", "C", "C", "C", "H", "H", "H", "H", "H", "H", "H", "H", "H", "H", "H", "H", "H"], "coordinates": [[-1.582, -1.860, 0.327], [-0.634, -1.212, -0.682], [1.968, -0.581, 0.533], [1.142, 0.419, 0.130], [-0.167, 0.156, -0.311], [-1.164, 1.260, -0.437], [1.640, 1.823, 0.274], [-2.262, -2.526, -0.214], [-2.215, -1.146, 0.847], [-1.061, -2.481, 1.058], [0.272, -1.819, -0.774], [-1.028, -1.187, -1.706], [1.798, -1.543, 0.281], [2.334, -0.465, 1.472], [-0.875, 1.954, -1.243], [-2.113, 0.809, -0.740], [-1.321, 1.843, 0.466], [2.581, 1.969, 0.804], [1.822, 2.112, -0.776], [0.865, 2.477, 0.691]], "mulliken_spin": [0.0434, 0.0059, 0.2653, 0.3482, 0.2535, 0.0093, -0.0078, 0.0029, -0.0054, -0.0044, 0.0060, 0.0152, -0.0142, 0.0007, 0.0376, 0.0012, 0.0192, 0.0038, 0.0188, 0.0006]}

=====

{"formula": "C23H47NO18", "method": "the ωB97M-V functional and the def2-TZVPD basis", "homo_energy_ha": -0.261, "energy_ev": -62944.7249, "total_charge": 0, "mol_weight_g_mol": 625.6, "symbols": ["C", "O", "C", "C", "O", "C", "C", "O", "C", "H", "H", "H", "H", "H", "H", "H", "H", "H", "H", "H", "H", "H", "H", "C", "O", "C", "O", "O", "C", "H", "H", "H", "H", "H", "H", "C", "O", "C", "O", "O", "C", "H", "H", "H", "H", "H", "H", "C", "O", "C", "O", "O", "C", "H", "H", "H", "H", "H", "H", "C", "O", "C", "O", "O", "C", "H", "H", "H", "H", "H", "H", "C", "O", "C", "O", "O", "C", "H", "H", "H", "H", "H", "H", "C", "C", "N", "H", "H", "H"], "coordinates": [[-4.725, -4.277, 3.096], [-4.576, -2.883, 3.055], [-3.261, -2.461, 2.789], [-3.113, -0.973, 3.169], [-3.594, -0.154, 2.113], [-2.682, 0.027, 1.068], [-1.909, 1.329, 1.235], [-0.824, 1.394, 0.349], [-0.213, 2.641, 0.166], [-4.406, -4.666, 4.070], [-4.064, -4.732, 2.345], [-5.716, -4.661, 2.862], [-3.020, -2.539, 1.722], [-2.540, -3.126, 3.278], [-2.048, -0.746, 3.267], [-3.730, -0.776, 4.041], [-3.172, 0.115, 0.093], [-2.041, -0.852, 0.950], [-1.584, 1.400, 2.284], [-2.544, 2.211, 1.082], [-0.944, 3.456, 0.098], [0.425, 2.506, -0.703], [0.434, 2.966, 0.993], [7.386, 0.344, -1.130], [6.625, 0.195, -2.313], [5.763, 1.163, -2.593], [5.595, 2.169, -1.978], [5.150, 0.821, -3.724], [4.120, 1.701, -4.117], [8.295, -0.235, -1.254], [6.831, 0.164, -0.211], [7.729, 1.380, -1.024], [3.819, 1.491, -5.141], [4.498, 2.727, -4.204], [3.272, 1.760, -3.440], [-1.531, -2.985, 0.254], [-1.893, -2.501, 1.543], [-1.251, -2.996, 2.578], [-0.612, -4.008, 2.649], [-1.460, -2.171, 3.605], [-0.890, -2.503, 4.853], [-1.868, -2.290, -0.514], [-2.075, -3.908, 0.063], [-0.455, -3.063, 0.126], [-1.205, -1.766, 5.592], [0.194, -2.444, 4.832], [-1.242, -3.457, 5.243], [2.534, -2.529, 2.852], [2.696, -2.844, 4.252], [3.031, -1.811, 5.012], [3.427, -0.740, 4.617], [2.886, -2.148, 6.279], [3.488, -1.326, 7.293], [2.316, -3.407, 2.256], [3.364, -1.932, 2.484], [1.648, -1.898, 2.825], [3.920, -0.401, 6.924], [4.321, -1.937, 7.648], [2.745, -1.227, 8.077], [-0.684, 3.285, -5.752], [-0.467, 4.067, -4.559], [0.518, 3.746, -3.770], [1.093, 2.685, -3.676], [0.796, 4.786, -2.984], [1.792, 4.657, -1.989], [0.261, 3.248, -6.291], [-1.426, 3.828, -6.325], [-1.040, 2.291, -5.489], [1.389, 4.461, -0.998], [2.433, 5.534, -1.946], [2.470, 3.834, -2.225], [-5.822, 1.077, -5.291], [-5.088, 1.092, -4.083], [-3.772, 1.024, -4.159], [-3.131, 1.041, -5.174], [-3.268, 1.008, -2.920], [-1.848, 0.877, -2.934], [-6.094, 0.071, -5.607], [-5.289, 1.543, -6.119], [-6.743, 1.634, -5.140], [-1.549, 0.610, -1.919], [-1.385, 1.843, -3.139], [-1.424, 0.134, -3.606], [1.170, -0.028, -1.716], [1.171, -0.488, -0.320], [1.055, -0.817, 0.771], [1.663, -0.710, -2.407], [1.733, 0.903, -1.787], [0.168, 0.177, -2.083]], "lowdin_charge": [-0.1105, -0.1389, -0.2228, -0.0919, -0.0861, -0.1847, -0.1788, -0.2253, -0.1065, 0.0863, 0.0833, 0.0822, 0.0212, 0.1133, 0.1276, 0.1487, 0.1306, 0.0943, 0.1327, 0.1281, 0.0982, 0.0583, 0.0977, -0.0479, 0.0121, -0.6331, 0.1381, 0.0164, -0.0590, 0.0952, 0.1004, 0.0941, 0.0992, 0.1003, 0.0578, 0.0333, -0.1346, -0.6507, 0.1984, -0.2017, 0.0230, 0.1028, 0.1141, 0.0978, 0.1115, 0.0891, 0.1152, -0.0457, -0.0049, -0.6459, 0.1126, -0.0023, -0.0180, 0.0937, 0.0908, 0.0467, 0.0903, 0.0948, 0.0924, 0.0045, 0.0185, -0.6270, 0.0862, 0.0214, -0.0351, 0.1016, 0.1000, 0.0721, 0.0764, 0.0995, 0.0863, -0.0435, 0.0248, -0.6101, 0.1156, 0.0349, -0.0485, 0.0980, 0.0927, 0.0948, 0.0637, 0.0898, 0.1091, -0.0380, -0.2136, 0.1988, 0.0938, 0.0657, 0.0343]}